The following is a DFT calculation (ωB97M-V/def2-TZVPD) of C27H21AsBr3ClF6MnN4O3 as an isolated structure.

```
67
Properties=species:S:1:pos:R:3
Mn 0.175 -0.078 0.019
Br 5.084 -0.616 -1.558
C 3.566 -1.439 -2.347
C 3.761 -2.210 -3.495
C 2.701 -2.791 -4.132
Br 3.048 -3.872 -5.664
C 1.382 -2.607 -3.666
C 0.221 -3.119 -4.283
C -1.001 -2.858 -3.732
C -1.079 -2.077 -2.567
N -0.020 -1.577 -1.975
C 1.202 -1.832 -2.493
C 2.307 -1.248 -1.768
O 2.088 -0.604 -0.683
H 4.764 -2.346 -3.875
H 0.316 -3.706 -5.187
H -1.913 -3.229 -4.179
H -2.041 -1.864 -2.125
Br 3.718 -0.881 2.075
C 2.742 0.653 2.580
C 3.312 1.465 3.549
C 2.577 2.543 4.012
C 1.301 2.738 3.518
C 0.818 1.863 2.558
N 1.536 0.849 2.062
C -0.630 2.004 2.074
O -1.323 2.844 2.627
O -0.965 1.205 1.145
H 4.294 1.238 3.936
H 2.987 3.196 4.771
H 0.651 3.532 3.855
F -2.157 -0.292 -0.596
As -3.893 -0.027 -0.950
F -3.408 0.091 -2.637
F -4.034 -1.753 -1.120
F -5.545 0.209 -1.382
F -4.259 -0.138 0.720
F -3.615 1.681 -0.828
Cl -1.687 -0.347 6.742
C -1.247 -0.816 5.127
C -2.165 -0.676 4.097
C -1.799 -1.040 2.815
C -0.517 -1.532 2.530
C -0.129 -1.828 1.145
C 0.369 -1.692 3.601
C 0.016 -1.335 4.890
H -3.149 -0.274 4.293
H -2.505 -0.904 2.004
H -0.968 -2.232 0.575
H 0.746 -2.472 1.065
H 1.352 -2.108 3.421
H 0.714 -1.453 5.708
C -1.962 3.822 -3.090
C -0.769 3.193 -2.458
C 0.558 3.568 -2.375
C 1.191 2.575 -1.607
N 0.307 1.644 -1.265
N -0.870 2.042 -1.783
C 2.611 2.528 -1.153
H -1.682 4.730 -3.618
H -2.702 4.068 -2.326
H -2.432 3.132 -3.791
H 1.017 4.445 -2.799
H -1.724 1.538 -1.583
H 3.226 3.193 -1.757
H 3.002 1.515 -1.214
H 2.683 2.843 -0.109
```

* charge: -1
* calculated total energy: -13654.82328 a.u.
* E_HOMO (spin up / spin down): -5.3 / -5.4 eV
* <S²>: 6.40
* 2S+1: 5
* orbital gap (spin up / spin down): 6.706 / 7.583 eV
* strongest force on any atom: 0.8 eV/Å